Record 1
The following is a DFT calculation (ωB97M-V/def2-TZVPD) of a 14-piece molecular cluster, C5H37N2O14 overall in a non-equilibrium geometry.

Last column: natural (NBO) charge in e.
Geometry (Å):
O -1.4220 -2.2036 -0.5917  -0.5882
C -0.4912 -2.6363 0.0090  0.4935
C 0.0348 -1.9451 1.2683  -0.1632
C -0.8312 -0.7322 1.6847  -0.4709
C -0.5482 0.3942 0.7648  -0.2008
C -0.2461 1.6215 1.2080  -0.0147
N 0.0994 2.6671 0.2241  -0.7949
N 0.1951 -2.8670 2.4243  -0.8520
H -0.0065 -3.5925 -0.2881  0.1505
H 1.1023 -1.5475 1.0195  0.2392
H -1.8894 -1.0326 1.6891  0.2214
H -0.6184 -0.4525 2.7174  0.2360
H -0.5543 0.1153 -0.2916  0.2267
H -0.2495 2.0022 2.1948  0.2210
H 1.1789 2.6663 0.0084  0.4688
H -0.3565 2.4733 -0.7440  0.4700
H -0.1651 3.5944 0.5775  0.4536
H -0.6943 -3.0841 2.8010  0.3693
H 0.6419 -3.7515 2.1534  0.3799
H -4.1037 -0.8372 -0.3882  0.5016
H -2.5359 -0.9453 -0.3858  0.5195
O -3.2850 -0.2912 -0.3038  -1.0023
H 2.1417 1.2361 -1.3827  0.4944
H 2.7870 0.9690 -0.1081  0.4932
O 2.4520 1.6766 -0.6060  -0.9810
H 2.2946 -2.4042 -1.7324  0.5163
H 2.4567 -1.5812 -0.3933  0.5095
O 1.7622 -2.0103 -0.9815  -1.0401
H 2.9023 -0.6156 1.6599  0.5237
H 4.2219 -0.6291 0.8091  0.5004
O 3.2463 -0.5343 0.7030  -1.0145
H -2.0091 0.4421 4.7500  0.4870
H -1.7565 1.9122 4.5730  0.4904
O -1.6707 1.0849 4.1056  -0.9633
H -3.2552 0.9300 0.9068  0.5021
H -2.8567 1.2249 2.3755  0.4897
O -3.2769 1.6052 1.5997  -0.9873
H -1.6122 1.7239 -2.4581  0.5170
H -0.0527 1.3574 -2.3950  0.5044
O -0.6987 2.0562 -2.2094  -1.0032
H -2.4544 3.1053 1.3638  0.5093
H -2.4747 4.6386 1.4028  0.4803
O -1.9093 3.9154 1.3622  -1.0106
H 2.7403 -2.1271 -3.8834  0.4959
H 4.0498 -2.7485 -3.3674  0.4901
O 3.0857 -2.7171 -3.2254  -0.9706
H -3.2647 0.5953 -1.8036  0.4967
H -3.9017 1.6963 -2.6616  0.4869
O -3.1509 1.0770 -2.6124  -0.9647
H 1.4622 -0.1299 -3.3232  0.5024
H 1.3075 -0.6427 -1.9485  0.5023
O 1.1725 0.1508 -2.4273  -1.0151
H 1.6110 -0.0557 3.3608  0.4901
H 1.6911 -1.6399 3.1702  0.5199
O 2.2016 -0.7743 3.1529  -0.9701
H 2.4221 -0.3404 -5.4349  0.5070
H 1.1483 -1.2035 -5.2847  0.5110
O 1.9324 -0.8590 -4.8076  -0.9634

Atoms 1-2, force components in eV/Å:
O -1.35 0.34 -1.24
C 1.40 -0.57 1.43

## Properties
Total charge: +1
Orbital gap: 10.2 eV
HOMO level: -12.4 eV
Energy relative to the best compared isomer or geometry (same formula, charge and spin): 0.0 kcal per mole
Spin multiplicity: 1

Record 2
The following is a DFT calculation (ωB97M-V/def2-TZVPD) of the molecule C21H21N3O6 in a non-equilibrium geometry.

Last column: natural (NBO) charge in e.
Geometry (Å):
C 2.5824 2.4879 -2.0951  -0.2554
O 3.2982 3.0779 -1.0370  -0.5074
C 4.1130 2.2967 -0.2767  0.4129
C 4.7744 2.9378 0.7687  -0.3149
C 5.6154 2.2171 1.5924  -0.1653
C 5.8036 0.8618 1.3988  -0.3206
C 5.1437 0.2184 0.3573  0.4023
O 5.3883 -1.1270 0.2426  -0.4963
C 4.6954 -1.8622 -0.7336  -0.1177
C 3.2178 -1.8764 -0.5009  0.2821
C 2.4696 -1.9922 0.6330  -0.3039
C 1.1294 -1.9012 0.1672  0.0423
C -0.0421 -1.9787 1.0734  0.6493
O 0.1381 -2.1060 2.2746  -0.6165
N -1.2799 -1.9156 0.5363  -0.4141
C -2.4176 -1.9272 1.4325  -0.2374
C -3.3764 -0.7923 1.0920  -0.2187
N -3.8168 -0.9103 -0.2840  -0.4284
C -4.7729 -0.1522 -0.8798  0.6398
O -5.0684 -0.3114 -2.0557  -0.6262
C -5.4749 0.8742 -0.0954  0.1361
C -6.5284 1.6364 -0.5401  -0.2199
C -6.8731 2.4988 0.5196  -0.3197
C -6.0069 2.2085 1.5308  0.1125
O -5.1616 1.2330 1.1740  -0.3965
C -3.0821 -1.8530 -1.1024  -0.2381
C -1.5832 -1.7134 -0.8669  -0.2246
N 1.1135 -1.7422 -1.1353  -0.1196
O 2.3960 -1.7235 -1.5561  -0.2665
C 4.3042 0.9347 -0.4871  -0.4571
H 1.9137 1.6963 -1.7411  0.1786
H 1.9879 3.2894 -2.5306  0.2025
H 3.2528 2.0824 -2.8599  0.1752
H 4.6114 3.9933 0.9122  0.2233
H 6.1281 2.7162 2.4003  0.2167
H 6.4514 0.2840 2.0368  0.2233
H 4.8982 -1.4906 -1.7476  0.1985
H 5.0931 -2.8795 -0.6486  0.2242
H 2.7897 -2.1165 1.6444  0.2620
H -2.9332 -2.8919 1.3749  0.1962
H -2.0333 -1.8045 2.4479  0.2613
H -2.8700 0.1685 1.2473  0.2014
H -4.2345 -0.8380 1.7685  0.2191
H -6.9809 1.5668 -1.5071  0.2461
H -7.6524 3.2324 0.5296  0.2332
H -5.8956 2.6128 2.5180  0.2057
H -3.4089 -2.8765 -0.8879  0.1926
H -3.3231 -1.6300 -2.1442  0.2639
H -1.2514 -0.7169 -1.1802  0.2056
H -1.0442 -2.4440 -1.4743  0.2332
H 3.8027 0.4479 -1.3057  0.2248

Atoms 1-2, force components in eV/Å:
C -0.13 -0.11 -0.18
O 0.22 0.05 0.27

## Properties
Orbital gap: 8.9 eV
HOMO level: -8.4 eV
Energy relative to the best compared isomer or geometry (same formula, charge and spin): 65.9 kcal per mole
Spin multiplicity: 1
Structure (SMILES): COc1cccc(OCc2cc(C(=O)N3CCN(C(=O)c4ccco4)CC3)no2)c1

Record 3
The following is a DFT calculation (ωB97M-V/def2-TZVPD) of C42H45N5O9P2S3V as an isolated structure in a non-equilibrium geometry.

Last column: Mulliken charge in e.
Geometry (Å):
V 0.7121 -0.0554 1.1496  0.1713
N 2.9790 3.1684 3.2966  -0.2073
C 1.6887 2.3726 3.4854  0.5571
C 0.9312 2.7598 4.7504  -1.8041
P 0.6457 2.7696 1.9907  0.9332
O 1.6792 2.5923 0.7421  -0.3874
O 0.2713 4.2050 2.0513  -0.7605
O -0.3562 1.6387 1.8943  -0.5500
P 2.2874 0.6155 3.3866  0.7495
O 3.0354 0.5076 4.8024  -0.5749
O 3.2724 0.7378 2.2728  -0.8163
O 1.1546 -0.3754 3.2820  -0.7283
H 2.7964 4.1033 2.9308  0.3390
H 3.5154 2.5848 2.6382  0.3304
H 3.4957 3.2273 4.1741  0.3440
H 0.4851 3.7501 4.6619  0.4214
H 1.5885 2.7242 5.6220  0.4384
H 0.1324 2.0361 4.9054  0.3949
H 1.7739 3.4447 0.3029  0.2866
H 3.1412 -0.3987 5.1097  0.3893
N -0.7692 -0.5567 0.0341  -1.2320
S -1.8997 2.4302 -0.7973  0.6691
N -1.5691 2.6559 -2.4165  0.0324
S -1.9862 1.7467 -3.5669  1.2341
N -1.8822 0.2265 -3.6431  0.0368
S -0.5819 -0.6575 -3.0219  0.7512
N -0.1254 0.3119 -0.5585  1.7417
C -0.8728 -2.1327 -3.9997  0.6272
C -2.1451 -2.6804 -3.8734  -0.6059
C -2.4130 -3.9105 -4.4534  -0.8136
C -1.4095 -4.5934 -5.1298  -0.6407
C -0.1368 -4.0470 -5.2228  -0.8785
C 0.1447 -2.8146 -4.6486  -0.1887
C 0.8339 0.0785 -3.8039  1.3396
C 1.7629 0.6686 -2.9552  -1.3167
C 2.8317 1.3576 -3.5165  -0.9693
C 2.9482 1.4571 -4.8946  -0.8804
C 2.0036 0.8653 -5.7321  -1.1940
C 0.9364 0.1740 -5.1912  0.0890
C -3.6716 2.0292 -4.0273  0.4426
C -4.5407 0.9949 -4.3145  0.0414
C -5.8417 1.3188 -4.6912  -0.7931
C -6.2350 2.6455 -4.7764  -0.6813
C -5.3389 3.6704 -4.4894  -0.7345
C -4.0444 3.3648 -4.1088  -1.0094
C -1.1191 2.4995 -4.9155  0.7380
C -0.1846 3.4999 -4.7278  -0.1075
C 0.4502 4.0258 -5.8495  -0.9548
C 0.1395 3.5500 -7.1139  -0.6964
C -0.8089 2.5453 -7.2799  -0.6949
C -1.4458 2.0104 -6.1748  -1.0915
C -2.1877 4.1207 -0.3021  0.2865
C -2.6647 4.3026 0.9899  -0.1049
C -2.8042 5.5933 1.4665  -0.8132
C -2.4482 6.6778 0.6698  -0.6963
C -1.9584 6.4745 -0.6110  -0.7059
C -1.8186 5.1824 -1.1091  -0.4076
C -3.5657 1.7630 -0.7209  0.3188
C -3.6442 0.3807 -0.5688  -0.3754
C -4.8991 -0.2198 -0.5787  -0.8536
C -6.0391 0.5519 -0.7312  -0.6723
C -5.9408 1.9347 -0.8775  -0.8808
C -4.7029 2.5520 -0.8754  -0.1010
H -2.9172 -2.1510 -3.3244  0.3533
H -3.4011 -4.3439 -4.3609  0.4497
H -1.6176 -5.5584 -5.5742  0.4059
H 0.6499 -4.5864 -5.7344  0.4507
H 1.1452 -2.4077 -4.6972  0.2833
H 1.6475 0.5891 -1.8831  0.8600
H 3.5760 1.8064 -2.8705  0.5661
H 3.7810 1.9990 -5.3264  0.4563
H 2.1032 0.9426 -6.8078  0.5180
H 0.1918 -0.2833 -5.8316  0.7244
H -4.2086 -0.0316 -4.2426  0.4850
H -6.5422 0.5268 -4.9233  0.5135
H -7.2489 2.8868 -5.0719  0.4185
H -5.6486 4.7054 -4.5613  0.4916
H -3.3336 4.1509 -3.8741  0.3393
H 0.0527 3.8445 -3.7310  0.5603
H 1.1873 4.8096 -5.7277  0.4955
H 0.6399 3.9631 -7.9810  0.4380
H -1.0511 2.1790 -8.2695  0.4512
H -2.1845 1.2238 -6.2879  0.4627
H -2.9018 3.4523 1.6194  0.5344
H -3.1751 5.7534 2.4700  0.4531
H -2.5389 7.6844 1.0581  0.4040
H -1.6737 7.3191 -1.2264  0.4553
H -1.4348 5.0084 -2.1046  0.1934
H -2.7426 -0.2122 -0.4287  0.7059
H -4.9780 -1.2929 -0.4529  0.5511
H -7.0156 0.0810 -0.7276  0.4184
H -6.8349 2.5347 -0.9932  0.4622
H -4.6283 3.6256 -0.9909  0.5483
C 3.2788 -2.4188 -2.0276  -1.5666
C 2.2054 -2.9694 -1.1102  1.7260
C 2.1791 -4.4829 -1.1311  -1.8477
O 0.9529 -2.4454 -1.5800  0.0752
C 2.5127 -2.4678 0.3183  -0.2020
O 3.3250 -3.0318 1.0014  -0.6417
O 1.8565 -1.3774 0.6827  -0.1606
H 3.0914 -2.7304 -3.0607  0.3050
H 4.2512 -2.8010 -1.7155  0.5054
H 3.3068 -1.3303 -1.9859  0.2136
H 2.0839 -4.8359 -2.1613  0.3504
H 1.3320 -4.8632 -0.5533  0.4549
H 3.0901 -4.8821 -0.6897  0.3949
H 0.2683 -2.7027 -0.9498  0.1637

Atoms 1-2, force components in eV/Å:
V -0.54 0.07 0.85
N -0.51 0.07 0.49

## Properties
Total charge: +1
Orbital gap (spin up / spin down): 6.2 / 6.0 eV
HOMO level (spin up / spin down): -8.7 / -8.4 eV
Spin multiplicity: 3